The following is a DFT calculation (wB97M-V/def2-TZVPD) of a structure of composition C22H24N2O4 in a non-equilibrium geometry.

ORCA input file:
```
! RIJCOSX wB97M-V def2-TZVPD def2/J DEFGRID3
* xyz 0 1
C 0.394 -2.478 5.180
C 0.865 -1.303 4.118
O -0.274 -0.898 3.426
C -0.171 0.083 2.618
C -1.268 0.629 2.155
C -1.449 1.404 1.159
C -0.363 1.919 0.750
C 1.125 1.512 1.181
C 1.116 0.551 2.224
H 1.951 0.349 2.625
H 1.959 1.730 0.746
N -0.003 2.687 -0.478
C -1.060 3.747 -0.891
O -2.227 3.704 -0.524
C -0.676 4.188 -2.359
H -1.631 4.887 -2.545
H 0.144 4.660 -2.342
O -1.070 3.123 -3.284
C 0.065 2.248 -3.699
O 0.990 2.266 -3.043
C -0.351 1.117 -4.405
H 0.117 0.867 -5.258
C -0.435 -0.288 -3.700
H -0.876 -1.130 -4.243
H 0.895 -0.447 -3.447
C -1.285 -0.067 -2.462
C -1.009 -1.018 -1.272
C -1.798 -2.166 -0.990
N -1.324 -2.911 0.151
C -0.001 -2.443 0.161
C 1.177 -3.049 0.865
C 2.474 -2.364 0.863
C 2.541 -1.334 -0.090
C 1.545 -0.721 -0.719
C 0.269 -1.368 -0.667
H 1.713 -0.106 -1.627
H 3.708 -0.826 -0.127
H 2.923 -2.846 1.405
H 0.936 -3.860 1.603
H -1.710 -3.782 0.615
H -3.074 -2.145 -1.092
H -1.330 0.670 -1.834
H -2.358 -0.199 -2.563
H -1.498 1.400 -4.666
H 0.833 2.682 -0.974
H -2.351 1.849 0.547
H -2.376 0.132 2.428
H 1.490 -1.629 3.467
H 1.503 -0.610 4.678
H 1.349 -3.016 5.787
H 0.040 -3.311 4.642
H -0.151 -2.089 5.908
*
```

Properties
E_HOMO: -7.36 eV
E_tot: -34358.5722 eV
energy relative to the best compared isomer or geometry (same formula, charge and spin): 17.4924 eV
orbital gap: 7.938 eV

---

The following is a DFT calculation (wB97M-V/def2-TZVPD) of a structure of composition C22H24N4O3PbS in a non-equilibrium geometry.

ORCA input file:
```
! RIJCOSX wB97M-V def2-TZVPD def2/J DEFGRID3
* xyz 2 1
C -1.126 -1.977 -6.006
C -1.783 -1.187 -6.903
H -1.005 -3.038 -6.233
H -0.654 -1.571 -5.110
C -1.944 0.237 -6.654
C -1.759 0.749 -5.402
H -1.516 0.120 -4.544
H -1.929 1.815 -5.241
C -2.336 -1.802 -8.179
H -2.081 -2.869 -8.188
H -1.918 -1.339 -9.085
H -3.432 -1.714 -8.234
C -2.325 1.165 -7.796
H -3.271 0.877 -8.277
H -1.547 1.187 -8.576
H -2.432 2.181 -7.397
Pb -0.793 0.273 2.496
O 0.257 -0.508 0.474
C 0.915 0.014 -0.460
O 1.081 1.625 1.987
C 1.835 1.756 0.995
O 2.808 2.637 1.000
N 1.770 1.087 -0.218
C 3.458 2.632 -0.320
C 2.720 1.657 -1.188
H 4.500 2.331 -0.187
H 3.401 3.654 -0.700
H 3.370 0.890 -1.618
H 2.198 2.154 -2.011
C 0.826 -0.489 -1.793
C -0.061 -1.492 -2.051
H 1.484 -0.062 -2.546
H -0.691 -1.858 -1.239
H -0.149 -1.962 -3.029
N 0.275 -1.118 6.638
C -0.029 0.181 7.088
C -0.179 0.753 8.348
C -0.496 2.125 8.413
C -0.685 2.889 7.249
C -0.567 2.291 5.989
C -0.238 0.934 5.930
N -0.076 0.108 4.829
C 0.213 -1.130 5.283
C 0.452 -2.231 4.369
C 0.927 -3.495 4.640
S 1.312 -4.329 3.156
C 0.769 -2.965 2.261
N 0.302 -1.965 3.009
H 0.491 -1.933 7.207
H -0.054 0.127 9.232
H -0.601 2.609 9.384
H -0.919 3.949 7.337
H -0.701 2.834 5.053
H 1.064 -3.899 5.637
H 0.873 -2.902 1.180
*
```

Properties
E_HOMO: -11.85 eV
E_tot: -51375.4161 eV
energy relative to the best compared isomer or geometry (same formula, charge and spin): 0.0000 eV
orbital gap: 5.155 eV

---

The following is a DFT calculation (wB97M-V/def2-TZVPD) of an isolated molecule of C22H24N4O3S in a non-equilibrium geometry.

ORCA input file:
```
! RIJCOSX wB97M-V def2-TZVPD def2/J DEFGRID3
* xyz 0 1
C 5.634 0.871 -2.279
C 5.970 -0.294 -1.357
C 5.176 -1.547 -1.722
C 5.298 -2.630 -0.648
O 4.845 -2.182 0.618
C 3.553 -1.777 0.739
C 2.498 -2.233 -0.048
C 1.227 -1.720 0.123
C 0.997 -0.739 1.075
N -0.281 -0.136 1.195
C -1.416 -0.979 1.529
C -2.233 -1.348 0.278
O -2.215 -2.463 -0.202
N -2.932 -0.316 -0.214
C -3.793 -0.433 -1.374
C -5.240 -0.296 -0.978
C -5.992 0.803 -1.365
C -7.314 0.921 -0.968
C -7.890 -0.055 -0.175
C -7.142 -1.153 0.220
C -5.825 -1.273 -0.180
C -0.469 1.185 1.011
O -1.546 1.740 1.191
C 0.716 1.941 0.530
C 1.044 3.230 0.884
S 2.438 3.682 0.017
N 2.480 2.206 -0.748
N 1.561 1.436 -0.394
C 2.028 -0.336 1.917
C 3.295 -0.850 1.750
H 5.821 0.604 -3.317
H 6.243 1.737 -2.032
H 4.587 1.146 -2.172
H 5.735 -0.015 -0.328
H 7.039 -0.515 -1.407
H 4.125 -1.274 -1.840
H 5.529 -1.956 -2.670
H 4.771 -3.542 -0.954
H 6.349 -2.880 -0.479
H 2.659 -2.983 -0.806
H 0.414 -2.069 -0.495
H -1.044 -1.894 1.990
H -2.058 -0.435 2.230
H -2.881 0.581 0.254
H -3.520 0.335 -2.105
H -3.607 -1.423 -1.802
H -5.545 1.569 -1.982
H -7.893 1.779 -1.277
H -8.921 0.038 0.135
H -7.590 -1.917 0.838
H -5.237 -2.128 0.122
H 0.551 3.877 1.578
H 1.835 0.399 2.686
H 4.110 -0.534 2.381
*
```

Properties
E_HOMO: -8.40 eV
E_tot: -46141.5668 eV
structure (SMILES): CCCCOc1ccc(N(CC(=O)NCc2ccccc2)C(=O)c2csnn2)cc1
energy relative to the best compared isomer or geometry (same formula, charge and spin): 2.0966 eV
orbital gap: 8.424 eV

---

The following is a DFT calculation (wB97M-V/def2-TZVPD) of an isolated molecule of C22H24N4O5S.

ORCA input file:
```
! RIJCOSX wB97M-V def2-TZVPD def2/J DEFGRID3
* xyz 0 1
C -9.455 -1.598 -1.158
O -8.239 -0.868 -1.106
C -7.301 -1.358 -0.278
O -7.465 -2.354 0.384
C -6.064 -0.547 -0.276
C -5.009 -0.946 0.543
C -3.834 -0.226 0.583
C -3.698 0.916 -0.206
N -2.542 1.686 -0.212
C -1.392 1.538 0.479
O -1.132 0.662 1.280
C -0.448 2.691 0.098
O -0.869 3.556 -0.664
N 0.786 2.717 0.619
C 1.340 1.713 1.511
C 2.855 1.919 1.613
N 3.406 2.102 0.293
C 4.093 1.168 -0.418
S 4.784 1.589 -1.860
N 4.156 -0.076 0.127
C 4.892 -1.192 -0.276
C 6.097 -1.138 -0.955
C 6.769 -2.307 -1.274
C 6.247 -3.531 -0.907
C 5.050 -3.602 -0.207
C 4.369 -2.443 0.113
O 3.182 -2.389 0.810
C 2.592 -3.599 1.219
C 2.956 3.314 -0.365
C 1.665 3.822 0.283
C -4.753 1.319 -1.028
C -5.925 0.595 -1.064
H -10.096 -1.072 -1.861
H -9.918 -1.637 -0.170
H -9.269 -2.620 -1.498
H -5.133 -1.832 1.147
H -3.020 -0.535 1.218
H -2.533 2.513 -0.813
H 1.125 0.718 1.113
H 0.874 1.782 2.500
H 3.082 2.814 2.202
H 3.319 1.075 2.123
H 3.410 -0.344 0.757
H 6.505 -0.183 -1.240
H 7.704 -2.252 -1.809
H 6.767 -4.444 -1.156
H 4.660 -4.566 0.077
H 2.350 -4.235 0.362
H 3.239 -4.147 1.910
H 1.672 -3.319 1.730
H 3.729 4.090 -0.312
H 2.791 3.084 -1.422
H 1.130 4.467 -0.415
H 1.879 4.396 1.191
H -4.641 2.204 -1.637
H -6.739 0.906 -1.699
*
```

Properties
E_HOMO: -8.02 eV
E_tot: -50237.7831 eV
structure (SMILES): COC(=O)c1ccc(NC(=O)C(=O)N2CCN(C(=S)Nc3ccccc3OC)CC2)cc1
energy relative to the best compared isomer or geometry (same formula, charge and spin): 0.6891 eV
orbital gap: 8.020 eV